{
  "formula": "C20H46BeN6O11",
  "method": "ωB97M-V with the def2-TZVPD basis set",
  "species": ["Be", "O", "C", "C", "O", "H", "H", "H", "H", "O", "C", "C", "O", "H", "H", "H", "H", "C", "N", "O", "O", "H", "H", "H", "C", "O", "N", "C", "C", "H", "H", "H", "H", "H", "H", "H", "C", "O", "N", "C", "C", "H", "H", "H", "H", "H", "H", "H", "C", "O", "N", "C", "C", "H", "H", "H", "H", "H", "H", "H", "C", "O", "N", "C", "C", "H", "H", "H", "H", "H", "H", "H", "C", "O", "N", "C", "C", "H", "H", "H", "H", "H", "H", "H"],
  "coordinates": [[0.37354, -0.28805, 0.44388], [1.50039, -1.57313, 2.43452], [1.74073, -2.81226, 3.09500], [3.15670, -3.04913, 3.75185], [3.94444, -1.88137, 4.01940], [1.53523, -3.64954, 2.42804], [0.99900, -3.04670, 3.85852], [3.79748, -3.57690, 3.04546], [3.02538, -3.72131, 4.59981], [2.39602, 1.04968, 1.11217], [3.44138, 1.78416, 0.53750], [4.91526, 1.11029, 0.79786], [5.16592, 0.58258, 2.08901], [3.44591, 2.82137, 0.87255], [3.29602, 1.95109, -0.52979], [5.70787, 1.80275, 0.51436], [5.02830, 0.30714, 0.06966], [-1.90888, -2.93911, 3.56323], [-2.19872, -1.52354, 3.16391], [-2.87153, -0.85479, 3.94003], [-1.74695, -1.14369, 2.08630], [-2.79637, -3.47095, 3.90613], [-1.33506, -2.75123, 4.47071], [-1.35595, -3.40711, 2.74877], [0.31549, -3.48123, -1.33327], [0.04762, -2.57939, -0.52299], [1.50491, -4.10201, -1.34329], [2.61181, -3.67351, -0.50829], [1.83627, -5.22909, -2.20835], [-0.42134, -3.79046, -2.09066], [2.97016, -4.44686, 0.17114], [2.24303, -2.87171, 0.13141], [3.43711, -3.43888, -1.18053], [1.10343, -5.54108, -2.95246], [2.75184, -4.93626, -2.72226], [2.13910, -6.14042, -1.69271], [2.46682, -0.60681, -2.63569], [1.81678, -0.45927, -1.59008], [1.93705, -1.03394, -3.83143], [0.52951, -1.30828, -3.98910], [2.80095, -1.04506, -4.97584], [3.48474, -0.22176, -2.80234], [-0.10577, -0.59361, -3.46585], [0.39202, -2.35259, -3.70871], [0.28911, -1.32793, -5.05207], [3.85464, -0.76675, -4.99495], [2.76493, -2.06664, -5.35423], [2.41989, -0.37878, -5.74978], [-0.66168, 2.41574, 2.57567], [-0.81708, 1.43207, 1.83149], [-1.61418, 3.07147, 3.19553], [-3.02225, 2.69797, 3.26068], [-1.44990, 4.33236, 3.83680], [0.33686, 2.86106, 2.70538], [-3.72032, 3.29395, 2.67280], [-3.29819, 2.65687, 4.31437], [-3.05060, 1.69134, 2.84354], [-1.38589, 4.26514, 4.92284], [-0.62929, 4.84288, 3.33275], [-2.13823, 5.10025, 3.48374], [-0.02508, 2.53324, -1.91290], [-0.07406, 1.62292, -1.10138], [-0.84675, 3.63019, -1.92713], [-0.60956, 4.79133, -2.81691], [-1.87535, 3.87796, -0.93678], [0.73297, 2.57831, -2.71010], [-1.24799, 4.66139, -3.69076], [0.44546, 4.85429, -3.08352], [-0.79169, 5.80453, -2.45862], [-2.84229, 4.01680, -1.42037], [-1.77461, 3.09245, -0.18782], [-1.75074, 4.81614, -0.39606], [-2.95107, -0.29861, -1.28457], [-1.85228, -0.27198, -0.77640], [-4.07638, 0.31458, -0.75127], [-5.27422, 0.49569, -1.55176], [-4.06764, 0.95486, 0.55007], [-3.01167, -0.80386, -2.26091], [-5.34832, 1.51071, -1.94205], [-6.20266, 0.41777, -0.98607], [-5.36602, -0.07160, -2.47796], [-4.76719, 0.41847, 1.19118], [-3.06721, 1.07295, 0.96634], [-4.35111, 1.99245, 0.37361]],
  "total_charge": -2,
  "homo_lumo_gap_ev": 1.34,
  "homo_energy_ev": 2.0
}

{
  "formula": "C20H46BeN6O23S3",
  "method": "ωB97M-V with the def2-TZVPD basis set",
  "species": ["Be", "O", "C", "C", "O", "H", "H", "H", "H", "C", "N", "O", "O", "H", "H", "H", "C", "N", "O", "O", "H", "H", "H", "C", "N", "O", "O", "H", "H", "H", "C", "C", "O", "S", "O", "O", "O", "H", "H", "H", "H", "C", "C", "O", "S", "O", "O", "O", "H", "H", "H", "H", "C", "C", "O", "S", "O", "O", "O", "H", "H", "H", "H", "C", "O", "N", "C", "C", "H", "H", "H", "H", "H", "H", "H", "C", "O", "N", "C", "C", "H", "H", "H", "H", "H", "H", "H", "C", "O", "N", "C", "C", "H", "H", "H", "H", "H", "H", "H"],
  "coordinates": [[-1.09684, -1.79616, -2.06387], [-0.33681, 0.37229, -1.64697], [-0.01508, 0.40981, -0.35254], [-0.78016, -0.61056, 0.51013], [-1.11978, -1.88922, 0.02547], [-0.14210, 1.38560, 0.15624], [1.08706, 0.35304, -0.20943], [-1.67540, -0.12962, 0.93237], [-0.18981, -0.82499, 1.42136], [-1.09472, -3.03128, 3.40196], [-2.55966, -2.77113, 3.43296], [-2.94245, -1.61689, 3.42590], [-3.31016, -3.71329, 3.59721], [-0.99810, -3.81443, 2.65352], [-0.78618, -3.38418, 4.38295], [-0.59218, -2.10031, 3.16702], [-3.39647, -4.27823, 0.26154], [-2.39901, -5.26891, 0.76199], [-1.27273, -5.09580, 0.34973], [-2.74979, -6.09411, 1.57705], [-3.40054, -3.50195, 1.02248], [-4.31321, -4.84975, 0.16489], [-3.01375, -3.81768, -0.64088], [-0.87228, 3.79291, -2.23617], [-1.68556, 4.99872, -1.85870], [-2.59583, 4.86043, -1.06550], [-1.52288, 6.00424, -2.51842], [-0.32326, 4.01722, -3.14428], [-1.64405, 3.04588, -2.38777], [-0.17080, 3.61766, -1.42476], [2.75296, -1.12723, 3.61401], [2.49607, -1.86350, 2.28010], [3.71348, -2.58400, 2.11718], [4.60799, -2.77255, 3.44983], [5.82121, -2.05466, 3.30094], [4.70414, -4.14351, 3.79398], [3.48957, -2.05473, 4.37132], [1.79243, -0.86848, 4.05456], [3.35980, -0.23557, 3.45022], [2.40479, -1.08437, 1.51877], [1.60326, -2.47207, 2.13685], [2.63791, 1.63704, -3.46831], [3.28277, 1.49895, -2.10804], [4.01903, 2.69454, -1.89475], [3.29170, 3.94700, -2.62520], [4.27179, 4.78852, -3.19719], [2.24344, 4.46649, -1.81795], [2.59593, 3.02409, -3.77701], [1.61967, 1.25982, -3.47921], [3.32079, 1.08288, -4.11431], [3.99493, 0.67766, -2.08293], [2.55335, 1.37164, -1.30643], [-3.70629, 2.48965, 1.13562], [-2.58078, 2.70854, 2.08356], [-3.17543, 2.34728, 3.35199], [-4.66035, 3.04249, 3.39257], [-4.53129, 4.41685, 3.74163], [-5.57707, 2.24721, 4.12157], [-4.91868, 2.91893, 1.80969], [-3.99899, 1.43405, 1.13185], [-3.61160, 2.81299, 0.10456], [-2.18666, 3.72027, 2.18467], [-1.78154, 1.97189, 2.02868], [-2.32890, -0.63789, -5.15440], [-1.95837, -1.44269, -4.29114], [-1.79840, 0.54555, -5.41577], [-2.32417, 1.32874, -6.53731], [-0.75769, 1.16977, -4.62542], [-3.07073, -0.95038, -5.89969], [-1.40402, 1.58413, -7.06446], [-2.86261, 2.20844, -6.18309], [-2.99698, 0.84281, -7.24008], [0.01114, 1.56903, -5.28775], [-1.21285, 1.94167, -4.01336], [-0.28129, 0.43425, -3.98211], [1.14196, -3.82892, -0.90984], [0.36509, -3.50161, -1.79488], [2.08782, -4.75767, -1.02741], [2.82118, -5.19062, 0.17376], [2.30284, -5.57703, -2.19663], [1.03885, -3.44324, 0.11024], [2.63480, -6.23509, 0.42544], [2.83217, -4.50483, 1.01149], [3.83830, -5.25007, -0.23181], [3.33070, -5.38340, -2.52884], [2.29163, -6.64277, -1.97303], [1.70979, -5.29795, -3.06159], [0.96541, 3.79704, 1.54369], [0.46896, 4.74613, 0.98146], [0.83450, 3.46865, 2.85394], [1.49473, 2.30083, 3.38724], [0.24909, 4.34310, 3.85522], [1.52267, 2.99069, 1.03211], [2.30289, 2.51749, 4.08670], [1.68744, 1.58143, 2.59127], [0.71008, 1.79568, 3.96552], [-0.24937, 3.83900, 4.68011], [1.03515, 4.95384, 4.31861], [-0.36764, 5.11844, 3.40353]],
  "total_charge": 0,
  "homo_lumo_gap_ev": 7.39,
  "homo_energy_ev": -8.7
}

{
  "formula": "C20H46CeOP4",
  "method": "ωB97M-V with the def2-TZVPD basis set",
  "species": ["Ce", "P", "P", "P", "H", "C", "C", "H", "C", "C", "C", "C", "C", "C", "C", "C", "C", "H", "H", "H", "H", "H", "H", "H", "H", "H", "H", "H", "H", "H", "H", "H", "H", "H", "H", "H", "H", "H", "H", "H", "H", "H", "H", "H", "H", "H", "C", "C", "C", "C", "C", "C", "O", "H", "H", "H", "H", "H", "H", "C", "P", "C", "C", "H", "H", "H", "H", "H", "H", "H", "H", "H"],
  "coordinates": [[-1.07268, 0.85428, -0.58029], [-1.91041, -1.86188, 0.81789], [1.09356, -0.84210, 2.35056], [1.07315, -1.77158, -1.33658], [-1.28547, 3.50988, -1.39272], [-1.68103, 2.75805, -2.08866], [-2.71567, 1.86959, -1.84426], [-3.51223, 2.01488, -1.10065], [-3.47854, -1.32291, 1.61183], [-1.51770, -3.30122, 1.91197], [-2.58905, -2.80955, -0.61088], [2.43223, 0.42479, 2.33328], [0.55278, -0.71758, 4.10926], [2.13127, -2.35352, 2.54247], [1.17614, -2.04773, -3.12806], [1.23256, -3.51586, -0.80668], [2.74939, -1.14507, -0.99077], [-1.41177, 2.99859, -3.12022], [-2.90316, 0.99280, -2.49850], [-3.92749, -0.49824, 1.04141], [-3.28965, -0.98539, 2.63888], [-4.17138, -2.17452, 1.62624], [-1.28170, -2.97360, 2.93420], [-0.65996, -3.86709, 1.52395], [-2.38755, -3.97862, 1.95207], [-3.11621, -2.14019, -1.30548], [-3.29354, -3.55940, -0.22443], [-1.77656, -3.31026, -1.15392], [3.19076, 0.21770, 3.09934], [2.00414, 1.41167, 2.53297], [2.90344, 0.46437, 1.34492], [1.16128, -1.34829, 4.77065], [-0.48412, -1.06330, 4.17143], [0.58933, 0.31133, 4.47852], [3.14939, -2.11213, 2.87995], [2.20967, -2.88953, 1.59257], [1.67586, -3.04383, 3.26317], [1.83291, -2.91412, -3.28078], [1.60071, -1.18979, -3.65531], [0.19237, -2.27537, -3.55630], [1.43666, -4.12907, -1.69994], [0.31692, -3.88328, -0.33214], [2.09156, -3.62334, -0.13582], [3.37068, -1.28935, -1.87746], [3.16347, -1.69401, -0.14079], [2.68850, -0.07624, -0.76500], [1.24106, 1.72999, -2.88047], [2.26294, 2.67538, -3.18727], [2.59064, 2.93838, -4.52048], [1.88921, 2.32363, -5.57143], [0.84627, 1.44403, -5.28815], [0.63122, 1.04195, -3.98022], [0.95359, 1.41799, -1.61769], [0.63349, -0.46328, -0.42418], [2.81186, 3.14941, -2.36732], [3.39113, 3.65767, -4.73826], [2.18227, 2.47328, -6.60485], [0.23192, 1.03394, -6.08718], [-0.01455, 0.18215, -3.76844], [0.18562, 2.95639, 2.91823], [-1.06276, 1.99813, 2.01186], [-2.17300, 1.61450, 3.39040], [-1.95283, 3.41353, 1.22866], [0.65274, 2.37348, 3.71557], [-0.27144, 3.84739, 3.36218], [0.96764, 3.27642, 2.22457], [-2.42930, 2.55754, 3.88332], [-1.66870, 0.95707, 4.10530], [-3.08847, 1.12502, 3.04864], [-1.90285, 4.24433, 1.94363], [-1.45803, 3.73342, 0.30086], [-3.00257, 3.17829, 1.00080]],
  "total_charge": 4,
  "homo_lumo_gap_ev": [4.11, 4.04],
  "homo_energy_ev": [-19.6, -19.5]
}

The calculation returns the following ΔE to the lowest compared entry with this formula, charge and spin values, one per record and in order: 112.1, 0.0, 69.6 kcal/mol.
The calculation returns the following calculated total energy values, one per record and in order: -1959.89303, -4057.54051, -2703.65801 Eh.